The following is a DFT calculation (wB97M-V/def2-TZVPD) of a cluster of 2 separate species, C5H8N2 in total at a distorted geometry.

Computed properties:
lowest unoccupied orbital energy = 0.557 eV
electronic energy = -304.66894 Ha

Geometry (Å):
C 0.30 1.56 -1.62
C -1.15 -1.04 -0.09
C 0.02 -1.67 0.55
C 1.34 -1.57 -0.08
N 2.39 -1.49 -0.56
N -0.62 -0.43 0.95
C -0.48 0.47 1.87
H 1.07 2.24 -2.02
H 0.47 0.56 -2.01
H -0.69 1.91 -1.93
H -2.17 -1.32 -0.28
H -0.04 -2.47 1.30
H 0.37 1.55 -0.53
H 0.41 0.46 2.49
H -1.23 1.24 1.96

The following is a DFT calculation (wB97M-V/def2-TZVPD) of a structure of composition C5H8N2 at a distorted geometry.

Computed properties:
lowest unoccupied orbital energy = 0.381 eV
electronic energy = -304.68329 Ha

Geometry (Å):
N -2.01 -1.28 -0.84
C -0.18 -0.81 -0.38
C 0.00 -1.16 -1.77
N -0.25 -1.45 -2.86
C 0.36 0.59 0.01
C 1.68 0.88 0.77
C 0.37 1.05 1.45
H -2.82 -1.50 -0.23
H -2.28 -0.37 -1.22
H 0.26 -1.55 0.31
H 0.17 1.37 -0.73
H 2.36 0.09 1.09
H 2.22 1.80 0.51
H 0.01 2.04 1.69
H 0.11 0.29 2.19

The following is a DFT calculation (wB97M-V/def2-TZVPD) of an isolated molecule of C5H8N2.

Computed properties:
lowest unoccupied orbital energy = 0.410 eV
structure (SMILES) = C[C@H]1CN=C=CN1
electronic energy = -304.72320 Ha

Geometry (Å):
C -1.58 -0.57 0.43
C -0.47 0.14 -0.36
C 0.17 1.31 0.50
N 1.54 1.55 0.01
C 2.10 0.45 -0.07
C 1.79 -0.83 -0.30
N 0.50 -0.87 -0.85
H -1.92 -1.44 -0.13
H -1.21 -0.93 1.39
H -2.45 0.08 0.61
H -0.93 0.60 -1.25
H 0.13 1.07 1.58
H -0.42 2.23 0.33
H 2.35 -1.73 -0.04
H 0.38 -1.06 -1.84

The following is a DFT calculation (wB97M-V/def2-TZVPD) of an isolated molecule of C5H8N2.

Computed properties:
lowest unoccupied orbital energy = 1.080 eV
electronic energy = -304.71390 Ha

Geometry (Å):
C -3.01 -0.34 0.46
C -0.71 -0.18 -0.33
C 0.18 0.73 -0.61
N 1.49 0.74 -0.09
C 2.23 -0.39 -0.10
N 3.50 -0.16 0.26
C -1.77 -0.92 -0.16
H -3.78 -1.10 0.64
H -2.82 0.21 1.38
H -3.42 0.38 -0.26
H -0.04 1.47 -1.39
H 1.90 1.66 0.08
H 4.15 -0.93 0.23
H 3.90 0.75 0.49
H -1.81 -1.92 -0.59

The following is a DFT calculation (wB97M-V/def2-TZVPD) of an isolated molecule of C5H8N2 at a distorted geometry.

Computed properties:
lowest unoccupied orbital energy = 0.931 eV
structure (SMILES) = Cn1ccc(N)c1
electronic energy = -304.79249 Ha

Geometry (Å):
C -0.17 -0.32 2.22
N -0.05 0.10 0.84
C -0.67 1.18 0.28
C -0.39 1.19 -1.07
C 0.45 0.08 -1.31
N 0.60 -0.46 -2.62
C 0.61 -0.60 -0.12
H -0.50 0.54 2.81
H -0.90 -1.13 2.32
H 0.80 -0.65 2.58
H -1.25 1.87 0.88
H -0.74 1.89 -1.82
H -0.26 -0.99 -2.42
H 1.37 -1.14 -2.66
H 1.10 -1.55 0.09

The following is a DFT calculation (wB97M-V/def2-TZVPD) of an isolated molecule of C5H8N2 at a distorted geometry.

Computed properties:
lowest unoccupied orbital energy = 0.525 eV
structure (SMILES) = N#C/C=C/CCN
electronic energy = -304.79297 Ha

Geometry (Å):
N 2.92 2.50 -0.05
C 1.91 2.02 0.27
C 0.73 1.31 0.66
C -0.33 1.14 -0.14
C -1.34 0.08 0.14
C -0.80 -1.30 -0.35
N 0.59 -1.50 0.01
H 0.79 0.75 1.59
H -0.39 1.70 -1.08
H -1.50 0.01 1.22
H -2.30 0.28 -0.33
H -1.00 -1.39 -1.43
H -1.40 -2.08 0.14
H 0.81 -2.49 0.07
H 1.20 -1.08 -0.68

The following is a DFT calculation (wB97M-V/def2-TZVPD) of an isolated molecule of C5H8N2 at a distorted geometry.

Computed properties:
lowest unoccupied orbital energy = 0.902 eV
structure (SMILES) = C=CN1CCC=N1
electronic energy = -304.63721 Ha

Geometry (Å):
C 0.46 1.93 1.22
C 0.49 0.56 1.42
N -0.24 -0.31 0.86
C -0.74 0.18 -0.52
C 0.12 -0.71 -1.49
C -0.18 -1.87 -0.65
N -0.10 -1.69 0.57
H -0.25 2.67 0.99
H 1.19 2.34 1.73
H 1.12 0.22 2.27
H -0.58 1.27 -0.66
H -1.84 -0.29 -0.57
H -0.41 -0.94 -2.35
H 1.24 -0.71 -1.53
H -0.26 -2.64 -1.28

The following is a DFT calculation (wB97M-V/def2-TZVPD) of an isolated molecule of C5H8N2 at a distorted geometry.

Computed properties:
lowest unoccupied orbital energy (alpha / beta) = 0.499 / 0.499 eV
electronic energy = -304.64421 Ha

Geometry (Å):
C 0.83 -0.76 -1.17
C -1.11 -0.28 0.53
C -0.11 0.13 -0.42
C 1.39 1.07 1.29
C -1.54 0.51 -0.92
N 0.23 0.94 0.74
N -1.63 -1.17 1.27
H -1.16 -1.21 2.18
H 1.33 -0.17 -1.95
H 0.27 -1.55 -1.68
H 1.58 -1.23 -0.53
H 1.51 1.71 2.17
H 2.30 0.60 0.90
H -2.06 -0.12 -1.62
H -1.84 1.54 -0.80

Question: Which formula does entry 7 have?
Answer: C5H8N2

Question: electronic energy of number 8 (C5H8N2)?
Answer: -304.64421 Ha